No. 1
Below is a molecular structure, C34H42N7O3S2Tl in a non-equilibrium geometry, with properties calculated with the ωB97M-V functional and the def2-TZVPD basis.

The calculation puts the energy above the lowest of the compared OMol25 structures with the same formula, charge and spin at 22.67 kJ/mol. The max |F| is 0.041 hartree/bohr. For the LUMO energy, the calculation gives -5.73 eV. The calculated total energy comes out at -2898.2310 Eh. Its frontier orbital gap is 8.5 eV.

```
! RIJCOSX wB97M-V def2-TZVPD def2/J DEFGRID3
* xyz 2 1
Tl 0.480 0.482 0.849
C 3.495 -0.680 2.025
N 2.189 -0.390 2.576
C 2.317 0.577 3.708
C 1.300 1.692 3.689
C 1.119 2.420 4.861
C 0.338 3.543 4.862
C -0.337 3.921 3.671
C -0.211 3.045 2.589
N 0.619 1.996 2.582
C 1.539 -1.630 2.992
C 1.147 -2.435 1.812
C 1.242 -3.820 1.768
C 0.764 -4.502 0.643
C 0.257 -3.799 -0.414
C 0.190 -2.415 -0.299
N 0.643 -1.762 0.757
C 4.091 0.398 1.130
C 5.376 0.163 0.631
C 5.907 1.105 -0.252
C 5.153 2.223 -0.591
C 3.914 2.379 -0.033
N 3.341 1.458 0.807
H 4.202 -0.735 2.888
H 3.481 -1.620 1.489
H 2.267 0.074 4.660
H 3.251 1.078 3.643
H 1.630 2.128 5.752
H 0.271 4.193 5.705
H -0.961 4.818 3.604
H -0.698 3.243 1.639
H 2.252 -2.163 3.639
H 0.614 -1.350 3.515
H 1.638 -4.403 2.590
H 0.798 -5.579 0.615
H -0.145 -4.285 -1.332
H -0.349 -1.857 -1.045
H 5.890 -0.718 0.944
H 6.908 0.978 -0.700
H 5.563 3.015 -1.208
H 3.292 3.234 -0.219
O -1.386 -0.745 3.719
S -2.184 -0.969 2.540
O -2.126 -2.260 1.949
N -1.759 0.182 1.405
C -2.803 0.951 1.025
O -2.713 1.846 0.181
C -4.032 0.606 1.792
C -5.306 1.130 1.609
C -6.326 0.658 2.405
C -6.094 -0.316 3.348
C -4.846 -0.887 3.536
C -3.809 -0.404 2.717
H -5.459 1.918 0.861
H -7.320 1.083 2.271
H -6.897 -0.642 4.013
H -4.710 -1.666 4.346
C -5.010 0.035 -5.304
C -4.149 -0.648 -4.222
C -3.178 0.270 -3.504
C -2.292 -0.501 -2.528
N -1.349 0.362 -1.770
C -0.153 0.696 -2.226
S 0.963 1.635 -1.229
N 0.225 0.412 -3.462
C 1.419 0.883 -4.185
C 2.419 -0.232 -4.614
C 3.513 -0.686 -3.657
C 3.063 -1.416 -2.383
H -5.615 -0.693 -5.877
H -4.362 0.541 -6.014
H -5.715 0.747 -4.842
H -3.533 -1.437 -4.681
H -4.839 -1.162 -3.512
H -3.717 1.026 -2.958
H -2.560 0.790 -4.250
H -1.717 -1.238 -3.082
H -2.919 -1.005 -1.782
H -1.808 0.970 -1.092
H -0.434 -0.065 -4.040
H 1.875 1.724 -3.659
H 0.977 1.299 -5.124
H 2.970 0.188 -5.449
H 1.810 -1.080 -4.992
H 4.136 0.191 -3.389
H 4.170 -1.325 -4.280
H 2.700 -0.719 -1.637
H 3.893 -1.969 -1.953
H 2.214 -2.100 -2.562
*
```

Partial charges, Löwdin, in e: 0.8692 -0.1261 -0.1997 -0.0693 -0.2194 0.0084 -0.0011 0.0122 -0.0986 0.0125 -0.1201 -0.2474 0.0439 -0.0043 -0.0145 -0.1146 0.0159 -0.2657 -0.0013 -0.0258 -0.0527 -0.1427 0.0640 0.1575 0.1337 0.1421 0.1310 0.1270 0.1189 0.1274 0.1146 0.1563 0.1153 0.1352 0.1282 0.1425 0.0985 0.1181 0.1314 0.1202 0.0986 -0.2904 0.6459 -0.2534 -0.1243 -0.5112 0.0239 -0.1291 0.0146 -0.0453 -0.0548 -0.0033 -0.2182 0.1379 0.1263 0.1267 0.1534 -0.0960 -0.2683 -0.2043 -0.1588 0.0105 -0.6901 0.7792 0.0527 -0.1552 -0.1833 -0.2449 -0.1005 0.0844 0.0684 0.0830 0.1105 0.1241 0.1187 0.1188 0.1157 0.1411 0.0694 0.1291 0.0929 0.1425 0.1127 0.1256 0.1137 0.1211 0.0218 0.0746 0.0728

=====

No. 2
Below is C34H42O5 in the gas phase in a non-equilibrium geometry, with properties calculated with the ωB97M-V functional and the def2-TZVPD basis.

The calculation puts the energy above the lowest of the compared OMol25 structures with the same formula, charge and spin at 2749.05 kJ/mol. As for the SMILES: C#CC1=CC(=O)c2cc(COCCC)c(CCOCCOc3ccc(C(C)(C)CC(C)(C)C)cc3)cc2C1=O. The max |F| is 0.193 hartree/bohr. For the LUMO energy, the calculation gives -1.88 eV. The calculated total energy comes out at -1695.7361 Eh. Its frontier orbital gap is 6.3 eV.

```
! RIJCOSX wB97M-V def2-TZVPD def2/J DEFGRID3
* xyz 0 1
C 5.193 -6.593 -3.972
C 4.556 -5.622 -3.143
C 4.167 -4.458 -2.008
C 4.327 -4.868 -0.555
C 3.990 -3.709 0.601
O 3.514 -3.986 1.821
C 4.336 -2.154 0.153
C 4.873 -1.133 1.320
C 5.253 0.412 0.833
C 5.842 1.400 2.039
O 7.269 1.716 1.873
C 8.015 0.625 1.227
C 9.645 0.837 1.520
C 10.120 -0.121 2.772
C 5.045 0.861 -0.730
C 5.454 2.430 -1.114
C 4.129 3.339 -0.659
O 2.899 2.944 -1.370
C 1.685 3.380 -0.634
C 0.345 2.455 -1.019
O -0.441 2.338 0.219
C -1.786 1.792 -0.018
C -3.118 2.802 -0.057
C -4.671 2.227 -0.280
C -5.006 0.602 -0.492
C -6.570 0.038 -0.681
C -6.523 -1.579 -0.924
C -7.118 0.797 -2.068
C -7.386 0.540 0.641
C -8.658 -0.379 1.097
C -9.713 -0.763 -0.107
C -8.228 -1.715 2.007
C -9.536 0.567 2.163
C -3.678 -0.389 -0.454
C -2.123 0.188 -0.236
C 4.496 -0.177 -1.919
C 4.164 -1.710 -1.435
C 3.649 -2.932 -2.454
O 2.924 -2.716 -3.556
H 5.595 -7.613 -4.431
H 4.683 -5.949 -0.239
H 4.980 -1.480 2.433
H 5.153 2.364 2.167
H 5.745 0.823 3.079
H 7.772 -0.453 1.663
H 7.917 0.666 0.043
H 9.951 1.962 1.625
H 10.192 0.404 0.555
H 10.076 -1.270 2.462
H 9.445 0.058 3.715
H 11.260 0.105 2.969
H 5.667 2.523 -2.279
H 6.418 2.717 -0.494
H 4.358 4.501 -0.747
H 3.970 3.105 0.485
H 1.801 3.349 0.533
H 1.533 4.522 -0.922
H 0.736 1.414 -1.414
H -0.193 3.048 -1.885
H -2.953 3.968 0.081
H -5.572 2.974 -0.268
H -5.689 -1.828 -1.741
H -6.254 -2.165 0.052
H -7.534 -2.003 -1.397
H -8.103 0.299 -2.459
H -7.282 1.943 -1.887
H -6.286 0.599 -2.901
H -7.827 1.617 0.377
H -6.685 0.713 1.572
H -10.844 -0.797 0.273
H -9.470 -1.893 -0.405
H -9.706 -0.030 -1.019
H -9.075 -1.953 2.792
H -7.197 -1.417 2.505
H -8.094 -2.632 1.290
H -10.647 0.720 1.826
H -9.059 1.660 2.209
H -9.499 0.135 3.254
H -3.756 -1.554 -0.594
H -1.218 -0.586 -0.233
H 4.360 0.147 -3.045
*
```

Partial charges, Löwdin, in e: 0.0585 -0.0421 -0.0972 0.0600 -0.2145 -0.0404 -0.0332 0.0634 -0.0720 -0.1695 -0.2192 -0.2191 -0.2169 -0.1577 -0.0716 -0.1149 -0.2022 -0.2192 -0.1503 -0.1450 -0.1830 -0.1690 0.0113 -0.0110 -0.0949 -0.4349 -0.0964 -0.0823 -0.1435 -0.4793 -0.0914 -0.0889 -0.1003 -0.0131 0.0066 0.0737 -0.0217 -0.1804 -0.0217 0.0611 0.1374 0.1128 0.1313 0.1356 0.1349 0.1299 0.1143 0.1126 0.0860 0.0826 0.0761 0.1272 0.1192 0.1406 0.1032 0.1304 0.1391 0.1431 0.1409 0.0904 0.0794 0.0932 0.0845 0.0895 0.0701 0.0827 0.1043 0.1212 0.1328 0.0876 0.0769 0.0765 0.0853 0.0970 0.0666 0.0745 0.0824 0.0762 0.0774 0.0971 0.1195

=====

No. 3
Below is a molecular structure, C34H43AsCdN4O7S2Si, with properties calculated with the ωB97M-V functional and the def2-TZVPD basis.

The calculation puts the energy above the lowest of the compared OMol25 structures with the same formula, charge and spin at 74.44 kJ/mol. The max |F| is 0.005 hartree/bohr. For the LUMO energy, the calculation gives 4.02 eV. The calculated total energy comes out at -5556.7444 Eh. Its frontier orbital gap is 6.7 eV.

```
! RIJCOSX wB97M-V def2-TZVPD def2/J DEFGRID3
* xyz -2 1
Cd -0.428 -0.733 -0.050
C 2.054 3.384 -1.071
C 2.358 2.550 0.144
C 3.065 3.069 1.224
C 3.251 2.234 2.326
C 2.759 0.951 2.315
C 2.066 0.472 1.165
N 1.888 1.308 0.115
N 1.568 -0.775 1.041
Si 1.890 -2.089 2.097
C 3.754 -2.190 2.504
C 0.970 -2.028 3.731
C 1.414 -3.662 1.199
H 2.607 4.325 -1.060
H 0.985 3.601 -1.121
H 2.301 2.828 -1.977
H 3.430 4.088 1.211
H 3.773 2.600 3.205
H 2.875 0.312 3.180
H 3.984 -1.752 3.478
H 4.348 -1.656 1.758
H 4.086 -3.233 2.524
H 1.193 -1.111 4.284
H 1.229 -2.881 4.367
H -0.101 -2.060 3.517
H 1.814 -3.688 0.181
H 0.324 -3.705 1.133
H 1.765 -4.551 1.731
C -7.006 1.016 -4.164
C -5.758 1.457 -3.443
C -5.030 0.561 -2.669
C -3.864 0.956 -2.027
C -3.427 2.266 -2.153
C -4.137 3.176 -2.925
C -5.297 2.768 -3.564
S -1.971 2.788 -1.264
O -2.386 3.036 0.098
O -1.461 3.948 -1.984
N -1.007 1.541 -1.269
C -0.384 1.101 -2.396
C -0.259 1.768 -3.637
C 0.435 1.156 -4.656
C 1.006 -0.103 -4.473
C 0.834 -0.695 -3.237
N 0.173 -0.118 -2.240
H -7.414 0.111 -3.714
H -6.795 0.797 -5.214
H -7.775 1.790 -4.137
H -5.354 -0.467 -2.548
H -3.297 0.226 -1.460
H -3.768 4.189 -3.020
H -5.856 3.477 -4.168
H -0.688 2.751 -3.755
H 0.536 1.666 -5.609
H 1.563 -0.611 -5.248
H 1.249 -1.677 -3.036
O -4.257 -2.444 -0.597
C -3.116 -2.142 -0.261
O -2.252 -1.563 -1.014
C -2.615 -2.486 1.200
O -3.403 -2.969 2.010
O -1.397 -2.171 1.450
C -0.580 2.920 2.568
C -1.333 1.621 2.554
O -1.092 0.758 1.744
C -2.396 1.359 3.580
C -2.919 0.068 3.651
C -3.915 -0.224 4.569
C -4.387 0.766 5.421
C -3.863 2.051 5.359
C -2.867 2.347 4.439
H 0.159 2.900 1.771
H -0.087 3.059 3.534
H -1.269 3.747 2.393
H -2.539 -0.698 2.986
H -4.321 -1.227 4.599
H -5.171 0.538 6.134
H -4.236 2.825 6.020
H -2.466 3.351 4.381
C 6.435 -1.406 -2.646
As 4.649 -2.056 -2.263
C 4.928 -3.243 -0.768
C 3.756 -0.514 -1.553
S 3.825 -3.005 -3.923
H 6.877 -0.965 -1.753
H 6.361 -0.658 -3.433
H 7.039 -2.240 -3.000
H 5.473 -2.731 0.024
H 5.485 -4.108 -1.123
H 3.959 -3.562 -0.390
H 4.479 0.043 -0.953
H 2.911 -0.768 -0.909
H 3.404 0.107 -2.375
*
```

Partial charges, Löwdin, in e: 1.4367 -0.0304 -0.3686 -0.0890 -0.1122 -0.0552 -0.4891 0.1236 -0.1452 0.3501 -0.1921 -0.1719 -0.1820 0.0660 0.0589 0.0708 0.0848 0.0913 0.0732 0.0122 0.0023 0.0154 0.0165 0.0214 0.0126 0.0079 0.0102 0.0237 -0.0690 -0.2862 -0.0167 -0.0235 -0.2637 -0.0684 -0.0660 0.5639 -0.3147 -0.3581 -0.1468 -0.4234 -0.0257 -0.0935 -0.1032 -0.1809 0.0279 0.0710 0.0734 0.0665 0.1133 0.0829 0.1022 0.0992 0.0885 0.0943 0.0807 0.0717 0.0026 -0.6108 -0.1958 -0.6160 -0.0052 -0.2016 -0.0091 -0.3799 -0.0001 -0.1312 0.0164 -0.0579 -0.1036 -0.1058 -0.0420 0.0692 0.0895 0.0805 0.0935 0.1072 0.0903 0.0887 0.1021 -0.2855 0.5952 -0.2616 -0.2626 -0.0256 0.0271 0.0277 0.0226 0.0242 0.0293 0.0138 0.0434 0.0017 0.0320